Record 1
Entry from the OMol25 dataset: a molecular structure, C83H105CsN6O2P2Si at a distorted geometry (ωB97M-V/def2-TZVPD).

Positions of all 200 atoms, in Å:
Cs -0.707 -0.256 0.684
C -0.784 -5.506 -3.029
C -1.566 -4.237 -3.391
C -2.915 -4.614 -4.013
C -0.765 -3.327 -4.305
C -0.103 -3.898 -5.382
C 0.696 -3.142 -6.228
C 0.818 -1.792 -5.963
C 0.150 -1.156 -4.915
C 0.401 0.355 -4.865
C -0.188 1.020 -6.119
C -0.097 1.121 -3.647
C -0.686 -1.920 -4.056
N -1.362 -1.390 -2.966
C -2.679 -1.385 -2.965
O -3.463 -1.535 -3.931
C -3.344 -1.272 -1.589
C -4.649 -0.802 -1.512
C -5.275 -0.748 -0.281
C -4.603 -1.238 0.831
C -3.320 -1.736 0.662
N -2.689 -1.730 -0.518
C -2.673 -2.388 1.882
O -2.796 -3.622 2.022
N -2.139 -1.503 2.706
C -1.709 -1.804 3.992
C -0.487 -2.459 4.262
C -0.049 -2.583 5.578
C -0.799 -2.107 6.643
C -2.019 -1.497 6.383
C -2.477 -1.324 5.085
C -3.831 -0.677 4.839
C -4.953 -1.571 5.372
C -3.938 0.736 5.411
C 0.323 -3.097 3.144
C 1.806 -2.717 3.172
C 0.141 -4.619 3.199
H -1.259 -6.019 -2.186
H 0.246 -5.266 -2.752
H -0.752 -6.209 -3.869
H -1.756 -3.682 -2.471
H -2.757 -5.198 -4.928
H -3.477 -3.713 -4.265
H -3.511 -5.214 -3.317
H -0.213 -4.962 -5.570
H 1.201 -3.593 -7.075
H 1.442 -1.184 -6.615
H 1.490 0.473 -4.905
H 0.212 0.590 -7.040
H -1.272 0.889 -6.129
H 0.027 2.093 -6.119
H -1.180 1.111 -3.611
H 0.240 2.163 -3.716
H 0.257 0.685 -2.713
H -5.136 -0.482 -2.422
H -6.271 -0.334 -0.191
H -5.061 -1.251 1.813
H 0.893 -3.088 5.777
H -0.447 -2.228 7.661
H -2.627 -1.144 7.213
H -3.943 -0.603 3.759
H -4.866 -1.708 6.456
H -4.913 -2.557 4.902
H -5.932 -1.129 5.163
H -3.797 0.748 6.498
H -4.922 1.159 5.192
H -3.185 1.392 4.973
H -0.086 -2.748 2.196
H 2.318 -3.146 4.040
H 1.933 -1.631 3.203
H 2.306 -3.088 2.270
H 0.371 -4.992 4.202
H 0.806 -5.116 2.487
H -0.893 -4.871 2.957
C 1.209 3.254 1.127
N 1.230 2.856 2.556
P 1.990 1.289 2.929
C 2.686 1.687 4.590
C 2.658 0.715 5.581
C 3.278 0.940 6.808
C 3.922 2.143 7.047
C 3.940 3.125 6.061
C 3.327 2.895 4.840
C 3.652 1.200 2.101
C 3.885 1.493 0.760
C 5.081 1.153 0.138
C 6.072 0.487 0.839
C 5.857 0.172 2.174
C 4.666 0.520 2.793
P -0.441 2.566 3.149
C -0.211 2.678 4.977
C 0.135 3.841 5.659
C 0.152 3.866 7.044
C -0.186 2.726 7.770
C -0.527 1.565 7.102
C -0.540 1.545 5.711
C -1.238 4.203 2.927
C -2.629 4.195 2.951
C -3.345 5.385 2.906
C -2.673 6.592 2.815
C -1.284 6.610 2.765
C -0.569 5.422 2.825
H 2.118 3.807 0.891
H 0.362 3.910 0.939
H 1.125 2.421 0.421
H 2.138 -0.222 5.399
H 3.244 0.177 7.577
H 4.402 2.323 8.002
H 4.431 4.073 6.251
H 3.339 3.654 4.065
H 3.129 1.987 0.172
H 5.219 1.392 -0.910
H 6.995 0.204 0.349
H 6.619 -0.352 2.740
H 4.526 0.254 3.832
H 0.394 4.737 5.110
H 0.423 4.779 7.562
H -0.172 2.747 8.854
H -0.782 0.666 7.650
H -0.799 0.627 5.191
H -3.158 3.248 2.996
H -4.427 5.363 2.909
H -3.230 7.519 2.749
H -0.757 7.552 2.673
H 0.516 5.439 2.787
C 4.593 -1.544 -5.769
C 5.057 -0.432 -4.820
C 5.182 0.868 -5.617
C 6.435 -0.792 -4.242
C 4.073 -0.289 -3.662
C 3.545 0.927 -3.255
C 2.657 0.951 -2.190
N 2.277 -0.119 -1.502
C 2.774 -1.293 -1.889
C 3.663 -1.409 -2.949
C 2.307 -2.528 -1.185
C 3.131 -3.636 -1.063
C 2.646 -4.817 -0.499
C 1.313 -4.826 -0.126
C 0.571 -3.659 -0.247
N 1.058 -2.524 -0.726
C 3.562 -6.026 -0.341
C 2.902 -7.130 0.488
C 3.887 -6.582 -1.737
C 4.859 -5.606 0.362
H 5.233 -1.564 -6.656
H 3.561 -1.385 -6.083
H 4.643 -2.528 -5.299
H 5.852 0.710 -6.465
H 5.598 1.676 -5.009
H 4.212 1.189 -6.005
H 7.162 -0.920 -5.050
H 6.389 -1.721 -3.669
H 6.793 -0.001 -3.577
H 3.783 1.854 -3.759
H 2.213 1.897 -1.890
H 3.997 -2.396 -3.246
H 4.159 -3.571 -1.399
H 0.831 -5.711 0.265
H -0.476 -3.644 0.061
H 2.014 -7.527 -0.008
H 2.610 -6.763 1.476
H 3.606 -7.954 0.623
H 2.973 -6.895 -2.246
H 4.554 -7.446 -1.656
H 4.375 -5.826 -2.357
H 4.640 -5.115 1.313
H 5.446 -4.914 -0.246
H 5.477 -6.485 0.559
C -3.228 2.313 -1.765
Si -4.625 3.593 -2.201
C -3.565 5.240 -1.878
C -4.461 6.478 -1.865
C -2.390 5.492 -2.848
C -2.972 5.071 -0.483
C -4.934 3.321 -4.150
C -4.000 2.257 -4.744
C -6.376 2.839 -4.316
C -4.771 4.592 -4.991
H -2.214 2.659 -2.022
H -3.388 1.360 -2.268
H -3.254 2.128 -0.687
H -4.952 6.632 -2.832
H -3.870 7.385 -1.635
H -5.248 6.373 -1.112
H -2.739 5.908 -3.794
H -1.841 4.566 -3.067
H -1.665 6.213 -2.423
H -3.745 4.768 0.233
H -2.530 6.020 -0.133
H -2.184 4.310 -0.467
H -4.157 1.264 -4.313
H -2.950 2.524 -4.590
H -4.162 2.161 -5.834
H -6.558 1.936 -3.727
H -6.583 2.611 -5.378
H -7.085 3.597 -3.972
H -3.725 4.891 -5.060
H -5.345 5.432 -4.581
H -5.128 4.416 -6.021

- Frontier orbital gap: 0.11939 Ha
- Energy above the lowest of the compared OMol25 structures with the same formula, charge and spin: 6.2 kcal per mole
- 2S+1: 1
- Total charge: -2

***

Record 2
Entry from the OMol25 dataset: 10 unconnected molecules or ions with the total composition C83H180F6N10O4S2 at a distorted geometry (ωB97M-V/def2-TZVPD).

Positions of all 285 atoms, in Å:
C 1.024 -1.319 -1.065
F 1.451 -0.098 -1.290
F 0.291 -1.727 -2.101
F 2.023 -2.172 -0.905
S -0.035 -1.362 0.606
O -0.949 -2.464 0.441
O 0.904 -1.574 1.664
N -0.827 0.176 0.558
S -1.225 0.402 1.967
O -1.836 -0.768 2.662
O -0.227 1.068 2.710
C -2.694 1.657 1.794
F -2.138 2.828 1.447
F -3.499 1.235 0.832
F -3.378 1.784 2.938
C 0.562 -4.110 -4.153
C 0.619 -5.425 -5.055
C 1.335 -5.145 -6.388
N 0.891 -6.063 -7.544
C 1.611 -5.582 -8.794
C 1.282 -6.393 -10.015
C -0.217 -6.319 -10.298
C -1.179 -6.616 -9.119
C -0.627 -5.917 -7.851
C 1.229 -7.491 -7.232
H 1.562 -3.810 -3.841
H 0.094 -4.294 -3.186
H 0.074 -3.269 -4.646
H -0.430 -5.654 -5.241
H 1.051 -6.253 -4.493
H 2.406 -5.228 -6.203
H 1.110 -4.154 -6.783
H 1.257 -4.571 -8.995
H 2.659 -5.471 -8.514
H 1.889 -6.237 -10.907
H 1.670 -7.402 -9.871
H -0.454 -5.299 -10.599
H -0.491 -6.989 -11.113
H -2.149 -6.336 -9.530
H -1.129 -7.685 -8.913
H -0.837 -4.854 -7.968
H -1.265 -6.213 -7.019
H 0.673 -7.817 -6.353
H 2.305 -7.410 -7.080
H 0.895 -8.194 -7.994
C 0.185 -2.049 4.934
C 0.992 -2.251 6.194
C 1.241 -1.003 7.075
N 2.244 -1.133 8.280
C 3.682 -1.302 7.695
C 4.680 -1.049 8.758
C 4.552 0.270 9.553
C 3.213 0.335 10.121
C 2.018 0.169 9.123
C 1.839 -2.466 9.028
H -0.875 -1.989 5.184
H 0.143 -2.966 4.346
H 0.540 -1.305 4.222
H 1.922 -2.669 5.810
H 0.522 -3.006 6.824
H 0.309 -0.641 7.509
H 1.632 -0.194 6.457
H 3.869 -0.566 6.912
H 3.694 -2.290 7.234
H 5.653 -1.223 8.299
H 4.842 -1.815 9.517
H 4.630 1.138 8.898
H 5.199 0.344 10.427
H 3.094 1.240 10.717
H 3.128 -0.471 10.850
H 1.987 0.955 8.368
H 1.050 0.094 9.618
H 1.962 -3.336 8.384
H 0.833 -2.139 9.293
H 2.459 -2.539 9.921
C 3.527 -1.681 -10.354
C 4.465 -1.818 -9.088
C 3.691 -1.672 -7.700
N 4.490 -1.765 -6.358
C 5.544 -0.559 -6.346
C 6.095 -0.217 -4.913
C 4.926 -0.024 -3.869
C 3.941 -1.197 -3.907
C 3.390 -1.593 -5.272
C 5.216 -3.118 -6.164
H 2.682 -1.058 -10.060
H 3.087 -2.621 -10.687
H 4.123 -1.201 -11.131
H 5.162 -0.981 -9.147
H 5.113 -2.683 -9.224
H 2.927 -2.440 -7.582
H 3.110 -0.766 -7.524
H 5.021 0.309 -6.746
H 6.241 -0.760 -7.160
H 6.640 0.717 -5.048
H 6.887 -0.910 -4.627
H 4.451 0.915 -4.153
H 5.369 0.088 -2.879
H 3.089 -0.977 -3.263
H 4.340 -2.060 -3.374
H 2.743 -0.775 -5.590
H 2.828 -2.527 -5.265
H 5.769 -2.947 -5.240
H 5.959 -3.192 -6.959
H 4.530 -3.959 -6.065
C 1.949 3.249 -1.515
C 3.061 2.748 -0.539
C 2.589 2.323 0.919
N 3.784 1.763 1.857
C 4.163 0.394 1.325
C 4.931 -0.431 2.255
C 4.244 -0.453 3.653
C 4.092 0.899 4.240
C 3.131 1.669 3.259
C 4.988 2.713 1.982
H 1.764 4.311 -1.353
H 1.049 2.652 -1.368
H 2.216 3.230 -2.571
H 3.879 3.446 -0.360
H 3.470 1.798 -0.883
H 1.759 1.626 1.037
H 2.196 3.186 1.457
H 3.269 -0.060 0.899
H 4.796 0.645 0.473
H 4.989 -1.395 1.749
H 5.955 -0.061 2.299
H 3.335 -1.039 3.519
H 4.770 -1.075 4.377
H 3.551 0.856 5.186
H 5.026 1.443 4.378
H 2.216 1.078 3.308
H 3.083 2.688 3.643
H 5.437 3.005 1.032
H 5.692 2.234 2.662
H 4.523 3.589 2.432
C 0.311 8.278 7.414
C -1.088 7.864 7.100
C -1.235 6.884 5.948
N -2.755 6.409 5.655
C -3.009 5.219 6.696
C -4.371 4.626 6.358
C -4.352 3.922 4.978
C -3.924 4.924 3.901
C -2.713 5.754 4.274
C -3.732 7.598 5.654
H 0.953 8.699 6.641
H 0.849 7.444 7.866
H 0.286 8.975 8.252
H -1.665 8.778 6.965
H -1.548 7.324 7.927
H -0.724 5.930 6.073
H -0.766 7.295 5.054
H -2.210 4.478 6.692
H -3.227 5.601 7.693
H -4.502 3.824 7.085
H -5.268 5.219 6.537
H -3.639 3.103 4.887
H -5.336 3.540 4.706
H -3.696 4.324 3.020
H -4.780 5.535 3.615
H -1.810 5.150 4.187
H -2.656 6.619 3.614
H -3.852 8.114 6.607
H -4.644 7.135 5.278
H -3.267 8.205 4.876
C -3.332 -2.572 -3.059
C -2.612 -1.414 -3.889
C -2.536 -0.149 -3.014
N -1.970 1.215 -3.629
C -2.547 1.700 -4.969
C -3.974 2.259 -4.854
C -4.133 3.322 -3.724
C -3.549 2.860 -2.392
C -2.089 2.298 -2.551
C -0.468 1.041 -3.925
H -2.571 -3.030 -2.428
H -3.750 -3.299 -3.755
H -4.103 -2.093 -2.455
H -3.201 -1.280 -4.797
H -1.611 -1.680 -4.230
H -1.886 -0.321 -2.157
H -3.515 0.105 -2.609
H -2.497 0.988 -5.793
H -2.000 2.582 -5.302
H -4.684 1.434 -4.805
H -4.187 2.823 -5.761
H -5.169 3.609 -3.544
H -3.497 4.174 -3.967
H -4.078 2.011 -1.959
H -3.653 3.580 -1.580
H -1.858 1.980 -1.535
H -1.574 3.203 -2.874
H -0.426 0.282 -4.706
H -0.009 0.663 -3.012
H -0.013 1.983 -4.231
C -0.529 5.226 0.610
C -0.143 6.768 0.591
C 0.443 7.211 -0.735
N 0.430 8.726 -0.983
C 1.547 9.420 -0.141
C 1.957 10.804 -0.650
C 2.312 10.827 -2.147
C 1.145 10.346 -2.977
C 0.668 8.962 -2.550
C -0.897 9.432 -0.583
H -0.787 4.990 1.642
H 0.375 4.641 0.444
H -1.290 4.956 -0.122
H 0.410 7.102 1.469
H -1.110 7.252 0.724
H -0.190 6.726 -1.478
H 1.434 6.813 -0.953
H 2.421 8.775 -0.230
H 1.230 9.330 0.899
H 2.852 11.107 -0.107
H 1.175 11.516 -0.388
H 3.230 10.268 -2.331
H 2.557 11.875 -2.322
H 1.343 10.357 -4.049
H 0.389 11.092 -2.730
H 1.377 8.180 -2.822
H -0.130 8.584 -3.190
H -1.613 8.855 -1.169
H -0.919 10.397 -1.090
H -1.008 9.473 0.501
C 1.664 -4.850 3.051
C 1.079 -5.112 1.734
C 0.491 -6.454 1.407
N -0.153 -6.543 -0.074
C -1.344 -5.539 -0.163
C -2.345 -5.925 -1.345
C -2.756 -7.384 -1.416
C -1.548 -8.225 -1.398
C -0.600 -8.026 -0.180
C 0.905 -6.298 -1.135
H 2.316 -5.706 3.228
H 0.994 -4.781 3.908
H 2.389 -4.036 3.055
H 1.784 -4.726 0.999
H 0.251 -4.403 1.718
H -0.272 -6.741 2.131
H 1.233 -7.246 1.499
H -1.837 -5.446 0.805
H -0.866 -4.588 -0.397
H -3.237 -5.298 -1.361
H -1.886 -5.625 -2.287
H -3.352 -7.541 -0.517
H -3.486 -7.512 -2.215
H -1.892 -9.227 -1.653
H -0.993 -8.059 -2.321
H -1.096 -8.324 0.743
H 0.300 -8.641 -0.200
H 1.272 -5.276 -1.221
H 0.416 -6.498 -2.089
H 1.690 -7.017 -0.900
C -6.721 0.653 3.108
C -6.261 -0.477 2.253
C -5.477 -1.558 3.045
N -5.086 -2.631 2.022
C -6.283 -3.568 1.456
C -7.027 -4.279 2.615
C -6.015 -5.116 3.454
C -4.827 -4.352 3.948
C -4.117 -3.698 2.715
C -4.417 -2.128 0.729
H -7.345 1.338 2.534
H -5.895 1.249 3.494
H -7.453 0.296 3.833
H -5.706 0.095 1.510
H -7.127 -0.890 1.736
H -6.101 -1.933 3.855
H -4.543 -1.256 3.519
H -7.044 -2.976 0.949
H -5.897 -4.359 0.813
H -7.404 -3.504 3.281
H -7.912 -4.745 2.181
H -6.474 -5.506 4.363
H -5.620 -5.953 2.879
H -5.017 -3.525 4.631
H -4.034 -4.898 4.458
H -3.272 -3.068 2.992
H -3.690 -4.320 1.928
H -4.055 -2.957 0.121
H -3.670 -1.413 1.074
H -5.232 -1.694 0.149

- Frontier orbital gap (alpha / beta): 0.30029 / 0.09832 Ha
- 2S+1: 2
- Total charge: +9

***

no.,energy (eV)
1,-127817.8566
2,-149942.7999